One molecule with the formula C8H14N2O3 in a non-equilibrium geometry, computed with ωB97M-V/def2-TZVPD.

Structure (XYZ):
```
27
Properties=species:S:1:pos:R:3:mulliken_charge:R:1
C -3.2551 1.1252 0.8850 -1.08
C -2.1374 0.2834 0.2925 0.52
N -1.2590 1.0595 -0.7041 -0.25
C 0.0987 1.4049 -0.7143 0.09
O 0.5663 2.1428 -1.5749 -0.62
C 0.9214 0.3196 0.0712 1.05
C 2.2875 0.4616 0.9006 -0.77
C 3.0717 -0.8528 0.6480 -0.47
C 2.4660 -1.4151 -0.5896 -0.58
N 1.1078 -0.7878 -0.8180 -0.53
C -2.6485 -1.1083 -0.3811 0.50
O -3.6178 -1.6284 0.0381 -0.55
O -1.8986 -1.5566 -1.2977 -0.49
H -3.3136 1.9900 0.0822 0.20
H -2.8767 1.4838 1.8631 0.27
H -4.2248 0.7066 0.9243 0.36
H -1.4310 -0.1611 1.1796 0.11
H -1.7707 1.8590 -1.1374 0.27
H 0.0485 -0.0199 0.8286 -0.47
H 2.0075 0.7079 1.9489 0.36
H 2.7923 1.4673 0.5799 0.27
H 4.2027 -0.7502 0.5537 0.29
H 3.1166 -1.6271 1.4810 0.26
H 2.3133 -2.5203 -0.6445 0.34
H 3.1602 -1.0001 -1.6237 0.19
H 1.2520 -0.3664 -1.7652 0.28
H -0.9793 -1.2172 -1.0260 0.46
```

Output
molecular weight = 186.21 g/mol
ΔE to the lowest compared entry with this formula, charge and spin = 340.4 kJ/mol
total energy = -648.3791 Eh
structure (SMILES) = C[C@H](NC(=O)[C@@H]1CCCN1)C(=O)O

C8H14N2O4Pt as an isolated structure in a non-equilibrium geometry, computed with ωB97M-V/def2-TZVPD.

Structure (XYZ):
```
29
Properties=species:S:1:pos:R:3:mulliken_charge:R:1
Pt -2.0896 -8.5985 6.0911 0.87
N -1.0564 -8.2761 4.3007 -0.70
C 0.3073 -7.7805 4.6233 -0.25
C 0.2792 -7.1408 6.0030 0.30
O 1.2635 -6.3989 6.3253 -0.42
N -0.7296 -7.6123 6.9114 -0.03
C -1.0136 -7.2290 8.3530 -0.44
C -2.2210 -8.2034 8.9367 0.59
O -2.4995 -8.2422 10.0701 -0.11
O -2.7827 -8.9294 8.0449 -0.65
H -1.0684 -9.1816 3.7695 0.40
H -1.6450 -7.6957 3.7152 0.39
H 0.5660 -7.0801 3.8357 0.39
H 0.9801 -8.6255 4.5642 0.30
H -1.2874 -6.1970 8.4466 0.38
H -0.1439 -7.4191 9.0366 0.42
C -6.0196 -10.2090 6.5184 -0.55
C -5.3895 -11.4229 5.8567 -0.55
C -3.8942 -11.2152 5.7370 -0.31
O -3.7896 -9.7038 5.8009 -0.23
C -4.9511 -9.1225 6.5346 -0.11
H -6.3080 -10.4295 7.6022 0.29
H -6.9382 -9.8358 6.0185 0.30
H -5.8381 -11.5227 4.8261 0.28
H -5.6627 -12.3377 6.4407 0.31
H -3.5030 -11.4528 4.7425 0.29
H -3.2774 -11.6080 6.5624 0.28
H -5.2912 -8.2078 6.0612 0.41
H -4.6360 -8.8995 7.5813 0.16
```

Output
multiplicity = 5
charge = +2
molecular weight = 397.29 g/mol
total energy = -842.0966 Eh

One molecule with the formula C8H14N2O5 in a non-equilibrium geometry, computed with ωB97M-V/def2-TZVPD.

Structure (XYZ):
```
29
Properties=species:S:1:pos:R:3:mulliken_charge:R:1
C -1.3134 -0.7446 2.0550 -0.48
O -0.1066 -0.8625 1.3018 -0.34
C -0.1976 -0.7622 -0.0727 0.47
C -1.2726 -1.6540 -0.7241 -1.64
N -0.2249 0.6558 -0.4598 0.18
C -1.5380 1.3387 -0.7978 -0.91
C 0.8489 1.5042 -0.2899 0.59
O 0.7650 2.6778 -0.4836 -0.65
N 2.0259 0.9217 0.1346 0.03
C 3.0552 1.8330 0.4532 -1.09
C 2.2893 -0.4751 0.0945 0.48
O 3.3010 -0.9514 0.4702 -0.56
C 1.1808 -1.2003 -0.6828 0.48
O 1.1862 -0.8156 -2.0169 -0.55
O 1.3391 -2.5931 -0.7066 -0.67
H -1.1773 -0.7393 3.1795 0.31
H -2.0384 -1.6344 1.8920 0.23
H -2.0644 0.1208 1.7423 0.14
H -2.3266 -1.3863 -0.3379 0.42
H -0.9092 -2.6747 -0.4605 0.40
H -1.1926 -1.4381 -1.8033 0.44
H -2.0850 0.8816 -1.7306 0.23
H -2.1005 1.2049 0.1574 0.21
H -1.5565 2.3573 -1.0968 0.39
H 2.5653 2.8066 0.9096 0.29
H 3.7781 1.3120 1.0701 0.40
H 3.5662 2.1590 -0.3941 0.35
H 2.0403 -1.0254 -2.3519 0.43
H 1.8399 -2.9013 0.1418 0.41
```

Output
molecular weight = 218.21 g/mol
ΔE to the lowest compared entry with this formula, charge and spin = 267.1 kJ/mol
total energy = -798.9241 Eh
structure (SMILES) = CO[C@@]1(C)N(C)C(=O)N(C)C(=O)C1(O)O

One molecule with the formula C8H14N2O6 in a non-equilibrium geometry, computed with ωB97M-V/def2-TZVPD.

Structure (XYZ):
```
30
Properties=species:S:1:pos:R:3:mulliken_charge:R:1
C 2.6796 -1.5248 -1.7077 -1.19
C 1.2284 -1.4013 -2.1052 -0.35
O 0.4247 -2.6667 -1.6160 -0.58
C 0.4553 -0.1808 -1.4802 0.37
N 0.3640 -0.2924 -0.0975 0.01
C 0.3458 0.9478 0.5622 0.46
O 0.1784 1.9817 -0.0641 -0.67
C 0.1915 0.9869 2.1554 -0.30
N 0.4370 2.4261 2.5901 -0.78
C -1.2150 0.3986 2.6798 -0.86
C -2.3922 0.7371 1.7266 0.46
O -2.1931 0.9446 0.5910 -0.41
O -3.5094 0.7789 2.3812 -0.45
C -0.9178 -0.2324 -2.0787 0.22
O -2.0534 -0.6334 -1.8187 -0.59
O -0.6587 0.1186 -3.4084 -0.52
H 2.6948 -1.6130 -0.4848 0.17
H 3.1971 -0.5809 -2.0406 0.34
H 3.0467 -2.4573 -2.0943 0.40
H 1.2106 -1.3230 -3.1617 0.62
H 0.7007 -2.9286 -0.7930 0.31
H 0.9413 0.8136 -1.7616 0.45
H 0.4253 -1.2326 0.2671 0.28
H 0.8411 0.3764 2.6582 0.49
H 0.5323 2.8099 1.6517 0.39
H 1.4124 2.4134 3.0115 0.28
H -1.2498 -0.6624 2.6205 0.38
H -1.5472 0.7612 3.7459 0.36
H -4.0361 1.4184 1.8644 0.37
H -1.5346 -0.1838 -3.7931 0.35
```

Output
molecular weight = 234.21 g/mol
ΔE to the lowest compared entry with this formula, charge and spin = 325.8 kJ/mol
total energy = -874.1453 Eh
structure (SMILES) = C[C@@H](O)[C@H](NC(=O)[C@@H](N)CC(=O)O)C(=O)O